Formula: C5H9N2
Source: OMol25
Level of theory: ωB97M-V/def2-TZVPD

Each line ends with the Löwdin charge.
Cartesian coordinates (Å):
1 N -0.35 -1.11 1.38  0.1170
2 N -0.45 0.84 0.37  -0.1078
3 C 1.80 -1.99 -0.61  0.1271
4 C -0.44 2.16 -0.02  -0.0277
5 C -1.16 -0.29 -0.41  -0.1061
6 C 0.11 0.12 1.35  -0.0753
7 C -0.97 -1.54 0.29  0.1413
8 H -0.08 2.75 0.87  0.1395
9 H 0.87 -2.46 -0.41  -0.0464
10 H 2.37 -1.35 0.08  0.0325
11 H -0.80 -0.12 -1.48  0.1772
12 H 0.22 2.17 -0.98  0.1490
13 H -1.45 2.39 -0.44  0.1211
14 H 1.89 -2.08 -1.62  -0.0344
15 H 0.70 0.58 2.26  0.2094
16 H -2.26 -0.06 -0.63  0.1836

HOMO level (spin up / spin down) in hartree: -0.5729 / -0.4679
LUMO energy (spin up / spin down) in eV: -5.949 / -7.184
HOMO-LUMO gap (spin up / spin down) in eV: 9.641 / 5.549
Relative energy (zero: lowest compared OMol25 entry of this formula, charge and spin) in kJ/mol: 867.4
Molecular weight in Da: 97.14
Charge: +1